# 1
{"formula": "C30H52B2N3O22", "method": "ωB97M-V/def2-TZVPD", "total_charge": 1, "total_energy_ev": -82823.4195, "homo_ev": -11.709, "species": ["O", "O", "O", "O", "O", "O", "O", "O", "O", "O", "O", "O", "O", "O", "O", "O", "O", "O", "O", "O", "O", "O", "N", "N", "N", "C", "C", "C", "C", "C", "C", "C", "C", "C", "C", "C", "C", "C", "C", "C", "C", "C", "C", "C", "C", "C", "C", "C", "C", "C", "C", "C", "C", "C", "C", "B", "B", "H", "H", "H", "H", "H", "H", "H", "H", "H", "H", "H", "H", "H", "H", "H", "H", "H", "H", "H", "H", "H", "H", "H", "H", "H", "H", "H", "H", "H", "H", "H", "H", "H", "H", "H", "H", "H", "H", "H", "H", "H", "H", "H", "H", "H", "H", "H", "H", "H", "H", "H", "H"], "xyz": [[2.89703, -6.51884, 1.19605], [-4.37824, 6.01246, -0.57571], [-3.49198, -5.26439, -0.98155], [-3.27089, 1.87979, 4.12154], [2.18572, 3.44423, -2.56642], [2.09339, 0.98362, 0.26981], [3.07415, 8.07779, -1.75695], [-4.63764, 6.46732, 1.62093], [-7.19512, -10.71506, -4.31523], [0.96867, 7.58461, -1.13278], [-6.88498, -10.49522, -2.09194], [0.18893, 2.83846, -1.83060], [-3.32326, 3.38846, 5.79674], [-5.09425, 2.05954, 5.37783], [-1.29086, -4.76440, -1.01139], [2.54951, 8.06711, 0.39984], [1.62695, 1.26551, -2.52480], [3.72640, 0.50025, 1.91861], [-6.62147, -8.72810, -3.41399], [-2.62115, 5.96716, 0.83061], [-2.27836, -5.48474, -2.86674], [2.99485, -5.61317, -0.97401], [6.20323, -1.41589, 0.36642], [6.88462, -3.23431, -0.88571], [7.96901, -2.77138, 1.11654], [-4.15993, 7.15892, 3.90704], [3.73565, -4.07004, 0.88120], [-0.24665, -5.03221, -1.94994], [-5.66613, -7.06872, -1.92128], [-6.62904, -8.21392, -2.06669], [-2.46230, -5.17864, -1.56517], [-3.84357, 2.52603, 5.16551], [4.18971, 8.66160, -1.06860], [-0.98366, -4.99871, -3.27570], [-3.80181, 6.23530, 2.77535], [4.52234, 9.02076, 1.45050], [-6.29467, -9.47106, -1.28733], [4.43634, -3.24181, -0.20756], [-5.44818, 1.22155, 4.27103], [-6.92961, -10.04526, -3.37255], [1.35458, 2.42122, -2.32641], [3.92282, -0.69715, -0.34631], [7.04345, -2.43749, 0.24441], [3.99129, 8.15024, 0.34575], [-0.97283, 4.97778, -1.58247], [-4.09271, 0.73998, 3.79010], [0.32659, 4.24053, -1.45858], [2.08772, 7.88188, -0.85310], [-2.42604, 6.42900, 2.17255], [-0.41288, -5.84478, -4.37972], [4.72497, -1.80848, 0.33584], [-3.93176, 6.13994, 0.51790], [-3.98722, 0.40660, 2.32740], [1.42217, 4.66303, -2.41649], [5.63924, -4.03961, -0.78484], [3.17389, -5.45981, 0.37460], [3.19023, 0.30125, 0.65373], [6.37707, -0.81060, 1.16362], [-0.83908, 6.01225, -1.27806], [-0.28843, -6.87711, -4.05044], [-3.75001, -0.09417, 4.40962], [4.13314, 10.03515, 1.36149], [2.86608, -3.50073, 1.23720], [-4.59729, -0.46814, 2.10091], [-3.94890, 5.19281, 3.07369], [8.43540, -3.66091, 1.01960], [-5.21470, -9.63880, -1.24651], [4.37418, 7.12874, 0.43210], [2.44472, -6.39073, -1.13262], [-6.11457, 0.43235, 4.60623], [4.46852, -1.81079, 1.39455], [3.17998, -1.12374, -1.02286], [-2.14307, 7.48407, 2.14154], [-5.92523, -6.26295, -2.60603], [4.22767, 8.62718, 2.42185], [-1.64322, 5.84908, 2.65363], [-5.94697, 1.83494, 3.51630], [0.53843, -4.28747, -1.85155], [1.02171, 4.93354, -3.39496], [5.11662, 8.34475, -1.53718], [4.58546, -0.10754, -0.98623], [-7.65395, -7.90001, -1.84596], [-5.68903, -6.67712, -0.90581], [-2.95493, 0.18712, 2.05873], [-6.71288, -9.50364, -0.28516], [4.09676, 9.74867, -1.12167], [-5.20256, 7.02743, 4.19161], [6.74427, -2.59834, -1.66585], [3.14904, 0.26213, 2.64663], [4.38351, -4.19123, 1.75488], [-1.32821, 4.95355, -2.61418], [-4.01898, 8.19940, 3.61193], [1.77309, 0.67575, -0.59483], [5.41482, -4.37247, -1.79311], [-4.32683, 1.24328, 1.71602], [-1.07666, -5.84306, -5.24231], [3.71588, -3.12552, -1.01371], [8.24785, -2.16263, 1.87098], [2.45166, -6.31990, 2.02299], [5.84447, -4.94109, -0.20791], [-1.73833, 4.52481, -0.95890], [0.55506, -5.44793, -4.68773], [-4.65088, -7.39040, -2.15082], [0.69518, 4.25522, -0.42907], [0.15285, -6.02972, -1.74087], [-3.53403, 6.93991, 4.77216], [2.06250, 5.45647, -2.05217], [-1.11464, -3.96360, -3.60406], [5.61118, 9.05295, 1.40512]], "atomic_forces_ev_per_a": [[-0.592, -0.010, -0.264], [0.009, -0.012, 0.041], [0.146, 0.105, 0.066], [0.019, -0.055, 0.054], [-0.046, -0.016, -0.049], [-0.171, -0.427, 0.154], [-0.005, -0.007, -0.004], [0.017, -0.073, -0.019], [0.015, 0.017, 0.027], [0.116, -0.049, 0.050], [0.030, -0.022, -0.027], [0.022, 0.002, 0.120], [0.003, 0.008, -0.064], [-0.008, 0.029, -0.002], [0.003, -0.021, 0.043], [0.013, -0.092, 0.008], [0.129, -0.079, 0.150], [0.290, -0.650, -0.146], [-0.080, 0.011, -0.006], [-0.029, 0.088, 0.111], [-0.034, 0.071, -0.024], [-0.145, -0.014, 0.189], [0.269, -0.294, 0.859], [-0.324, -0.347, 0.136], [0.142, 0.206, -0.026], [-0.106, 0.133, -0.121], [-0.176, 0.127, -0.052], [-0.012, -0.012, -0.031], [-0.031, -0.128, -0.168], [-0.010, -0.009, 0.071], [-0.036, -0.017, -0.008], [0.001, 0.067, -0.010], [0.003, 0.045, 0.037], [0.055, 0.029, 0.025], [-0.004, 0.018, 0.177], [-0.120, 0.079, 0.027], [0.041, 0.031, -0.002], [0.043, -0.111, 0.105], [0.003, 0.009, -0.060], [0.007, -0.024, -0.018], [-0.080, -0.044, -0.045], [0.007, 0.024, -0.002], [-0.222, 0.003, -0.308], [0.065, 0.017, -0.046], [-0.183, -0.248, -0.286], [-0.064, -0.034, 0.003], [0.086, 0.212, -0.045], [-0.085, 0.139, 0.003], [-0.004, -0.022, 0.038], [-0.074, -0.129, 0.029], [-0.068, 0.254, -0.517], [-0.005, 0.001, -0.070], [0.048, 0.129, -0.051], [-0.023, -0.007, -0.056], [-0.096, 0.106, -0.029], [0.237, 0.091, 0.034], [0.109, 0.203, -0.033], [-0.068, 0.097, -0.078], [0.002, -0.010, 0.027], [0.019, 0.008, 0.011], [0.007, -0.008, -0.017], [0.020, 0.004, -0.019], [-0.005, -0.006, 0.056], [-0.003, 0.002, -0.005], [0.059, -0.012, -0.007], [0.340, 0.212, -0.376], [0.003, 0.038, 0.042], [0.000, 0.003, 0.022], [0.247, -0.151, -0.179], [0.033, 0.005, 0.085], [0.094, -0.045, 0.057], [0.006, 0.000, -0.044], [-0.002, 0.004, 0.038], [-0.015, 0.030, 0.040], [0.034, -0.030, -0.001], [-0.020, -0.076, -0.056], [-0.016, -0.042, -0.024], [-0.041, 0.043, 0.018], [-0.023, 0.046, 0.019], [-0.039, -0.076, -0.034], [-0.020, -0.010, -0.071], [0.005, 0.020, -0.010], [0.016, -0.007, 0.000], [-0.004, -0.041, 0.015], [-0.073, -0.037, -0.029], [0.044, 0.005, 0.019], [0.016, -0.050, 0.037], [0.131, 0.050, 0.008], [-0.209, 0.504, 0.132], [0.050, -0.056, -0.013], [0.047, 0.030, -0.014], [0.037, -0.004, 0.013], [-0.071, 0.430, -0.151], [-0.012, -0.081, -0.012], [-0.028, -0.009, 0.005], [0.017, 0.039, -0.014], [0.078, 0.059, -0.118], [-0.273, -0.159, 0.216], [0.342, -0.002, 0.231], [0.052, 0.082, 0.169], [0.041, 0.028, 0.057], [0.001, -0.003, -0.005], [0.000, -0.008, 0.036], [-0.012, -0.031, 0.007], [0.029, -0.002, -0.073], [-0.006, -0.007, 0.005], [0.079, -0.079, 0.028], [-0.007, -0.005, -0.011], [0.001, 0.008, 0.002]]}


# 2
{"formula": "C30H52Br2ClN5O10S2", "method": "ωB97M-V/def2-TZVPD", "total_charge": 0, "total_energy_ev": -234131.7622, "homo_ev": -6.026, "species": ["Br", "Br", "Cl", "S", "S", "O", "O", "O", "O", "O", "O", "O", "O", "O", "O", "N", "N", "N", "N", "N", "C", "C", "C", "C", "C", "C", "C", "C", "C", "C", "C", "C", "C", "C", "C", "C", "C", "C", "C", "C", "C", "C", "C", "C", "C", "C", "C", "C", "C", "C", "H", "H", "H", "H", "H", "H", "H", "H", "H", "H", "H", "H", "H", "H", "H", "H", "H", "H", "H", "H", "H", "H", "H", "H", "H", "H", "H", "H", "H", "H", "H", "H", "H", "H", "H", "H", "H", "H", "H", "H", "H", "H", "H", "H", "H", "H", "H", "H", "H", "H", "H", "H"], "xyz": [[3.50960, 2.75472, 0.07714], [3.23087, 3.04812, -3.11611], [3.02020, -6.25760, 4.20195], [0.65891, -0.90097, -0.48808], [-6.68875, 1.67523, 2.66957], [5.27987, -0.01482, 2.98078], [-6.18928, -1.11803, 3.83955], [1.62595, -1.11538, -1.72777], [-0.75709, -1.21494, -1.11488], [-1.16480, -4.12369, 2.68501], [1.24318, -2.08782, 0.50960], [-0.78384, -3.83749, 0.37488], [1.26125, 3.15498, 2.39530], [3.42965, -0.27554, 1.30491], [2.11981, -3.00849, -8.02249], [-6.27552, -2.45793, 1.74986], [2.37089, -1.55881, -5.82342], [-6.48970, -1.09913, 1.52846], [0.24349, -0.78795, 3.92476], [-2.36588, -1.41503, 3.18337], [-1.51471, -0.60584, 2.23565], [-0.67654, 1.72722, -0.10978], [1.69243, -1.64715, -8.16684], [-6.07027, -2.49438, 3.25397], [5.95889, -0.64399, 0.57069], [1.16060, -3.96295, -8.47806], [-6.43537, -0.18098, 2.73046], [-0.60561, 3.34145, -0.21920], [0.69273, -2.19542, 1.86697], [-5.05965, 2.60215, 2.65788], [3.18545, -4.38523, 4.40300], [1.32848, -1.08088, -6.78724], [1.69094, -3.71369, 4.03355], [1.87219, 1.74263, -0.60296], [1.80844, 1.97922, -2.10693], [1.90970, -2.94956, 2.62940], [0.74316, 0.89345, 0.19027], [-4.57939, 3.08807, 1.13233], [0.64334, 1.49538, -3.11703], [-0.45948, -3.39024, 1.62331], [-2.85874, 4.93382, -0.00457], [0.97246, 0.58632, 1.80048], [0.52318, 1.92769, 2.70077], [-2.09610, 3.77001, -0.87293], [2.52481, 0.35792, 2.27410], [1.42154, 4.02094, 3.58033], [-3.56090, 4.35758, 1.37542], [-0.02835, -1.55821, -6.29001], [4.83262, -0.25868, 1.74587], [0.13984, -0.76658, 2.37900], [-4.20441, 2.00716, 3.19411], [0.87609, -1.53011, -8.88862], [2.65743, -0.28045, 3.27454], [0.45793, -4.18966, -7.67250], [-0.04425, 2.43373, -3.36014], [1.40988, 5.16721, 3.24894], [2.55621, -1.09384, -8.55789], [-5.56870, 3.35607, 0.56113], [-0.62473, 3.92695, 0.82136], [-2.19491, 5.90547, 0.17839], [-1.21521, 1.34164, -1.10472], [5.70842, -0.17073, -0.47024], [2.09938, -1.45848, -4.83840], [0.97039, -4.63428, 4.04160], [6.02171, -1.81971, 0.39929], [-0.08617, -1.68285, 4.31923], [-0.04153, -2.63445, -6.09336], [-0.29216, -1.05438, -5.35297], [2.92056, -2.34963, 2.73863], [-2.77281, 4.07537, 2.19504], [-4.07406, 2.14451, 0.64538], [-0.81121, -1.33278, -7.02135], [0.61875, -3.61543, -9.36381], [-3.76326, 5.31444, -0.68378], [3.26823, -1.08616, -5.97129], [0.59246, 3.89231, 4.39791], [2.48152, 3.78544, 4.05705], [1.36146, 0.01459, -6.79098], [-5.84996, -3.51695, 3.79927], [0.72024, 1.76122, 3.86782], [-1.49720, 1.58191, 0.70909], [-1.88144, 0.49828, 2.51320], [-0.60284, 2.20671, 2.60988], [-1.91622, 4.22012, -1.96377], [-0.04919, 0.62777, -2.79710], [1.13233, 1.19706, -4.16182], [7.03647, -0.29422, 0.86332], [2.22143, -3.83319, 1.87751], [-2.79804, 2.83765, -1.01211], [-1.91541, -0.80701, 1.15866], [-5.21139, 3.61492, 3.26026], [0.14810, 3.83335, -0.94295], [-0.42603, -0.07037, 4.33739], [2.54148, -2.55945, -6.02346], [1.48447, -3.01544, 4.97977], [-3.20941, -1.79599, 2.65768], [3.08994, 1.36701, 2.58445], [-2.72817, -0.86042, 3.98921], [1.69286, -4.88188, -8.73708], [-4.24226, 5.24625, 1.78615], [4.02984, -4.01457, 3.67915], [3.48888, -4.12424, 5.50265]], "atomic_forces_ev_per_a": [[-1.939, -1.431, 0.184], [-1.808, -1.283, 1.018], [0.504, 1.705, 0.290], [-0.950, -4.662, -8.784], [0.704, -2.019, 0.553], [-3.518, -1.221, -7.315], [0.157, -1.982, -2.934], [-2.123, 1.485, 4.510], [4.300, 2.023, 3.668], [4.619, 4.721, -3.963], [-0.904, 3.463, -0.530], [2.829, 3.532, 5.495], [-0.571, -0.243, 1.192], [3.198, 0.576, 1.229], [-0.471, 0.690, -0.401], [0.385, 3.950, 7.725], [0.614, -0.280, 0.038], [0.314, 2.443, 2.761], [-0.069, 1.183, -0.488], [-0.816, 0.180, -0.819], [-1.874, 1.319, -0.984], [-1.178, 0.088, -0.471], [1.013, -0.141, 0.232], [-0.907, 2.305, -4.385], [-0.435, -0.416, -0.370], [-0.049, -0.503, 0.160], [0.797, -6.279, -3.133], [-2.183, 1.235, -0.150], [-0.611, -1.826, 0.133], [1.673, 1.073, -0.320], [-0.498, 0.936, -0.099], [-0.909, -0.007, -0.239], [1.422, -0.558, 1.388], [0.769, 1.024, -5.652], [-0.897, -1.488, 3.837], [1.130, -1.299, -0.212], [0.085, 1.320, 1.078], [-0.120, -0.717, 1.372], [0.127, 0.894, -0.991], [-5.941, -6.419, -0.607], [-1.107, -0.221, -0.620], [1.031, 0.713, 1.567], [-0.321, 0.226, 1.695], [0.278, 0.771, -0.442], [1.841, 0.833, 2.377], [0.810, 0.704, 0.308], [-0.618, 0.553, -0.524], [-0.180, 0.115, 0.346], [1.913, 0.380, 3.650], [-2.235, -0.023, 2.310], [-1.730, 1.034, -1.037], [0.032, -0.070, 0.318], [-1.177, 1.339, -2.204], [-0.123, -0.035, -0.174], [1.459, -1.829, 0.544], [0.025, -2.666, 0.483], [-0.098, -0.084, -0.027], [2.138, -0.328, 0.881], [0.618, -1.678, -2.175], [-1.212, -2.330, -0.202], [1.637, 0.584, 2.219], [0.137, -0.820, 2.120], [-0.063, 0.110, 0.029], [0.973, 2.279, -0.396], [-0.428, 2.515, 0.585], [0.063, 0.341, -0.905], [0.044, 0.094, -0.094], [0.004, -0.102, -0.113], [-2.343, -0.664, -0.322], [-1.401, 0.499, -1.549], [-0.966, 2.015, 0.747], [0.220, -0.013, 0.099], [0.125, 0.049, 0.139], [1.868, -0.785, 1.434], [-0.157, 0.019, 0.170], [1.411, 0.024, -1.657], [-2.212, 0.500, -0.821], [0.072, -0.208, -0.050], [-0.466, 2.863, -0.572], [-0.394, -0.387, -2.625], [1.831, -0.286, -1.353], [1.623, -1.798, -0.964], [1.790, -0.871, -0.082], [-0.370, -1.031, 2.302], [1.508, 1.398, -0.057], [-0.863, 0.633, 2.270], [-2.370, -0.527, -0.102], [-0.914, 1.964, 1.469], [1.339, 1.863, 0.394], [1.014, 0.263, 1.791], [-0.071, -2.335, -0.998], [-0.860, -1.229, 1.527], [1.144, -1.213, -0.964], [-0.167, 0.177, 0.010], [0.178, -1.316, -2.364], [1.758, 0.466, 0.979], [-1.788, -1.882, -0.905], [0.515, -0.477, -1.153], [0.002, 0.215, 0.071], [1.579, -1.907, -0.648], [-1.655, -0.920, 1.379], [-0.563, -0.882, -2.133]]}


no.,E_LUMO (Ha)
1,-0.1193
2,-0.0439